A cluster of 2 separate species, C3H9NO4 in total at a distorted geometry, computed with ωB97M-V with the def2-TZVPD basis set.

Each atom is followed by the atoms it is bonded to, with distances in Å.
Geometry (Å):
1 N 0.55769 -0.28054 1.60470  C2 1.530, H8 1.023, H9 1.030
2 C 0.94149 -0.89749 0.25868  N1 1.530, C3 1.631, C5 1.551, H10 1.099
3 C -0.53661 -1.37680 -0.23856  C2 1.631, O4 1.412, H11 1.068, H12 1.147
4 O -1.49236 -0.37302 0.03284  C3 1.412, H13 0.974
5 C 1.62353 0.04895 -0.76270  C2 1.551, O6 1.265, O7 1.293
6 O 2.62750 -0.41843 -1.37310  C5 1.265
7 O 0.76196 0.87817 -1.25578  C5 1.293, H14 0.972
8 H 0.27888 0.68481 1.41178  N1 1.023
9 H 1.31318 -0.24408 2.30317  N1 1.030
10 H 1.61840 -1.75591 0.36929  C2 1.099
11 H -0.63011 -2.32120 0.25048  C3 1.068
12 H -0.72861 -1.46325 -1.36598  C3 1.147
13 H -2.04544 -0.59713 0.80245  O4 0.974
14 H 0.89549 1.53187 -1.96291  O7 0.972
15 O -3.28500 1.90873 1.28881  H16 0.923, H17 0.995
16 H -2.40564 1.81966 1.55534  O15 0.923
17 H -3.26727 1.69750 0.31678  O15 0.995

energy	-12935.67713	eV
2S+1	1
relative energy (zero: lowest compared OMol25 entry of this formula, charge and spin)	39.8	kcal/mol
SMILES	N[C@@H](CO)C(=O)O.O
HOMO-LUMO gap	9.95	eV
net charge	0
maximum force	6.466	eV/Å


A cluster of 4 separate species, C17H22NO13P in total at a distorted geometry, computed with ωB97M-V with the def2-TZVPD basis set.

Each atom is followed by the atoms it is bonded to, with distances in Å.
Geometry (Å):
1 O 5.45368 -1.32424 1.18627  P2 1.609
2 P 6.73213 -0.43446 1.58980  O1 1.609, N3 1.814, H15 1.458, H16 1.467
3 N 6.73737 1.16997 0.74262  P2 1.814, C4 1.543, H17 1.059
4 C 5.44664 1.89134 1.18503  N3 1.543, O5 1.333, O6 1.467
5 O 4.98908 2.84683 0.37670  C4 1.333
6 O 4.82851 1.39401 2.41880  C4 1.467, C7 1.466
7 C 4.26597 2.45942 3.25465  O6 1.466, O8 1.471, H18 1.192, H19 1.168
8 O 2.92192 2.02729 3.66896  C7 1.471, C9 1.471
9 C 2.16132 1.42084 2.56557  O8 1.471, C10 1.650, C14 1.672
10 C 1.79533 2.14261 1.12783  C9 1.650, C11 1.673, H20 1.193
11 C 0.88212 1.41325 -0.06917  C10 1.673, C12 1.661, H21 1.189
12 C 0.31504 -0.12138 0.21835  C11 1.661, C13 1.668, H22 1.176
13 C 0.72324 -0.87075 1.65148  C12 1.668, C14 1.643, H23 1.179
14 C 1.62509 -0.14259 2.81647  C9 1.672, C13 1.643, H24 1.188
15 H 6.85309 -0.25907 3.03239  P2 1.458
16 H 7.88261 -1.22700 1.14275  P2 1.467
17 H 6.56586 0.89950 -0.26717  N3 1.059
18 H 4.91928 2.53253 4.24877  C7 1.192
19 H 4.25497 3.52758 2.78172  C7 1.168
20 H 2.19190 3.25036 0.93036  C10 1.193
21 H 0.64790 1.98474 -1.08564  C11 1.189
22 H -0.36317 -0.66994 -0.56994  C12 1.176
23 H 0.33457 -1.96842 1.83758  C13 1.179
24 H 1.90366 -0.69068 3.83295  C14 1.188
25 O -1.61946 0.63205 -1.64920  C26 1.220
26 C -2.49788 1.07799 -0.93004  O25 1.220, O27 1.365, O30 1.365
27 O -3.81762 1.14250 -1.27297  C26 1.365, C28 1.415
28 C -4.52909 1.50263 -0.10375  O27 1.415, C29 1.494, H31 1.093, H32 1.095
29 C -3.49699 2.19348 0.72720  C28 1.494, O30 1.415, H33 1.095, H34 1.093
30 O -2.28853 1.57860 0.32265  C26 1.365, C29 1.415
31 H -5.37182 2.15504 -0.34829  C28 1.093
32 H -4.90948 0.59307 0.37277  C28 1.095
33 H -3.43716 3.26584 0.51324  C29 1.095
34 H -3.66365 2.05362 1.79880  C29 1.093
35 O -3.54019 1.28874 -7.42862  C36 1.220
36 C -2.83147 0.75424 -6.59213  O35 1.220, O37 1.365, O40 1.365
37 O -1.74816 1.34426 -6.00750  C36 1.365, C38 1.415
38 C -1.34165 0.49896 -4.94771  O37 1.415, C39 1.494, H41 1.093, H42 1.095
39 C -1.87605 -0.83732 -5.34993  C38 1.494, O40 1.415, H43 1.095, H44 1.093
40 O -3.01821 -0.51281 -6.11953  C36 1.365, C39 1.415
41 H -0.25278 0.49905 -4.84764  C38 1.093
42 H -1.78498 0.86326 -4.01507  C38 1.095
43 H -1.17408 -1.39679 -5.97725  C39 1.095
44 H -2.15065 -1.45215 -4.48840  C39 1.093
45 O -3.87246 -1.73007 3.11223  C46 1.220
46 C -3.42072 -2.68781 2.50696  O45 1.220, O47 1.365, O50 1.365
47 O -4.08808 -3.86266 2.31251  C46 1.365, C48 1.415
48 C -3.32953 -4.61802 1.38678  O47 1.415, C49 1.494, H51 1.093, H52 1.095
49 C -1.95066 -4.06233 1.53817  C48 1.494, O50 1.415, H53 1.095, H54 1.093
50 O -2.18096 -2.72430 1.93659  C46 1.365, C49 1.415
51 H -3.37731 -5.68416 1.62492  C48 1.093
52 H -3.73675 -4.45882 0.38283  C48 1.095
53 H -1.37848 -4.57107 2.32117  C49 1.095
54 H -1.38326 -4.09677 0.60407  C49 1.093

energy	-55371.11291	eV
2S+1	1
SMILES	O=[PH2]NC(=O)OCOc1ccccc1.O=C1OCCO1.O=C1OCCO1.O=C1OCCO1
HOMO-LUMO gap	8.31	eV
net charge	0
maximum force	8.538	eV/Å


Number 1: E_HOMO -0.3529 Ha. Number 2: E_HOMO -0.2935 Ha.